# 1
ORCA calculation (ωB97M-V/def2-TZVPD) on a cluster of 2 separate species, C4H12OSi in total.

Geometry (Å):
Si 1.45 0.62 0.71
H -0.80 0.94 1.23
C 2.37 1.38 -0.67
H 3.47 1.35 -0.54
C -3.33 -0.05 -0.34
H 0.86 -1.91 1.22
O -0.16 0.82 0.44
H 2.18 0.85 -1.60
H -3.92 -1.70 -1.62
H 2.06 2.47 -1.04
C -3.14 -1.09 -1.15
H -2.08 -1.45 -1.50
C 1.69 -1.33 0.97
H 2.49 -1.58 1.73
H 2.06 -1.50 0.03
H 1.72 1.45 1.97
H -4.35 0.23 -0.07
H -2.58 0.51 0.25

Calculated values
Structure (SMILES): C[SiH](C)O.C=C
Energy relative to the best compared isomer or geometry (same formula, charge and spin) (eV): 2.450

Atomic partial charges in e from the Löwdin method, atoms 1 to 2: number 1, Si, carries 0.439; number 2, H, carries 0.086

# 2
ORCA calculation (ωB97M-V/def2-TZVPD) on the molecule CH6N4S.

Geometry (Å):
H 0.05 2.70 -0.02
H 0.60 -1.97 -0.19
N -1.13 0.27 -0.22
H -2.38 -1.14 1.32
H 0.99 -0.71 -1.20
N 1.31 -1.28 -0.38
H -1.60 0.80 -1.08
C 0.19 0.78 0.14
N 1.07 -0.28 0.70
N 0.76 1.96 0.01
S -1.92 -1.21 0.04
H 2.06 0.09 0.88

Calculated values
Structure (SMILES): [H]/N=C(/NN)NS
Energy relative to the best compared isomer or geometry (same formula, charge and spin) (eV): 1.353

Atomic partial charges in e from the Löwdin method, atoms 1 to 2: number 1, H, carries 0.034; number 2, H, carries -0.006

# 3
ORCA calculation (ωB97M-V/def2-TZVPD) on a cluster of 3 separate species, C8H22N6 in total.

Geometry (Å):
H -0.36 -3.82 -0.12
H -1.94 0.86 -1.21
H -0.29 2.73 1.96
C -0.24 2.73 0.90
H -1.55 4.37 -2.61
H 2.03 -4.41 0.65
H -0.97 -2.08 0.07
H 0.65 -3.60 2.47
H -1.90 -1.04 2.17
H -3.72 0.12 2.91
H 0.30 -1.76 2.56
C -0.07 -2.74 -0.19
H 0.13 -2.73 -1.21
N -1.29 1.52 -0.97
C 2.40 -3.45 0.39
H 0.73 2.75 0.54
C 0.97 -2.50 2.28
H 3.87 0.67 1.40
C -2.10 0.03 1.77
N 3.31 0.54 0.57
H 3.14 -3.10 1.18
C 2.41 -0.33 0.50
H -1.03 2.29 -1.62
H 2.79 -3.41 -0.63
H -0.82 3.74 0.82
H -3.55 1.44 1.92
N -1.19 0.54 1.05
H -0.39 4.77 -1.57
H 1.91 -2.37 2.84
H 0.02 4.29 -3.11
C -1.00 1.60 0.32
N -0.59 4.11 -2.32
N 1.51 -1.06 0.53
C 1.25 -2.43 0.66
N -3.31 0.54 2.16
H 3.50 1.10 -0.24

Calculated values
Energy relative to the best compared isomer or geometry (same formula, charge and spin) (eV): 0.000
Net charge: +2

Atomic partial charges in e from the Löwdin method, atoms 1 to 2: number 1, H, carries 0.109; number 2, H, carries 0.098

# 4
ORCA calculation (ωB97M-V/def2-TZVPD) on a structure of composition CH33O18V.

Geometry (Å):
O -2.93 -0.27 2.46
H -1.45 -1.12 -2.26
O -1.68 -3.23 3.24
H -0.21 1.58 2.46
H 1.05 0.21 -2.85
H 3.09 -0.41 -1.34
H 0.66 2.47 -1.81
O 2.58 0.54 2.70
H 0.68 -3.03 -1.62
H 1.41 3.54 0.66
H 2.33 -3.06 1.30
H 3.24 1.20 2.54
O 0.10 0.10 -2.88
H -1.03 -2.72 -0.19
H -0.67 -0.26 0.54
O -3.40 -0.41 -0.11
H -0.08 0.38 -1.98
O -1.49 -2.63 0.64
O 0.01 1.41 -0.62
H -0.47 -3.34 -2.48
H -3.09 0.64 2.69
H 3.63 1.09 -2.68
O -0.03 1.01 3.20
O -0.35 -1.23 2.53
O -1.12 2.74 1.32
H -2.70 -1.93 -2.32
H 2.20 1.72 -2.49
O -2.33 -1.09 -2.56
H 1.09 2.95 -3.26
H -0.65 2.28 0.62
H -1.60 1.57 -0.95
H -2.95 1.11 -0.68
V -0.36 -2.84 2.38
H 1.68 -1.78 0.94
C 0.24 0.20 0.08
O 1.50 -2.64 1.32
H 0.93 0.41 0.92
H -2.97 -0.39 0.70
O -0.24 -2.79 -1.71
O 1.11 3.13 -2.33
O 1.92 2.74 0.66
H 0.72 -0.49 -0.62
H 1.85 0.75 2.12
O -2.54 1.83 -1.17
H -2.07 -0.48 2.86
H -2.40 -2.88 0.51
H -2.78 -0.80 -0.75
O 2.66 0.89 -2.60
H 1.34 2.04 0.29
H 3.60 -1.67 -0.88
O 3.35 -0.84 -0.54
H -0.22 0.11 2.84
H -1.18 3.69 1.15

Calculated values
E_tot (eV): -64111.3650

Atomic partial charges in e from the Löwdin method, atoms 1 to 2: number 1, O, carries -0.022; number 2, H, carries -0.040

# 5
ORCA calculation (ωB97M-V/def2-TZVPD) on a cluster of 2 separate species, C13H23FN7O4 in total.

Geometry (Å):
H 3.08 1.59 1.92
H -3.71 5.76 -2.08
C -1.81 1.58 -1.82
N 1.32 -0.84 1.00
H -1.72 0.85 -2.62
H -3.31 2.42 -0.56
H -4.73 4.12 -3.33
H 1.99 2.11 0.02
H 0.66 -1.15 0.31
H -3.74 4.65 -0.70
O 2.93 -1.79 3.27
C -3.44 4.75 -1.75
N 1.52 1.22 -0.02
C 1.82 0.36 0.94
O -4.59 -1.61 -0.76
N 5.65 -4.65 2.84
C -3.29 1.73 -1.40
H -0.96 1.97 0.11
O 3.97 -5.88 2.02
H 0.70 0.07 -1.60
N 2.65 0.69 1.88
H -3.69 -0.32 -3.53
C 3.79 -2.67 3.24
H 2.86 0.00 2.60
H -4.26 0.50 0.04
H -2.36 4.63 -1.84
H -1.47 2.54 -2.21
C -4.05 -0.75 -1.44
H 7.13 -3.32 3.74
F 5.58 -1.27 4.20
C -4.15 2.43 -2.48
N -4.14 3.77 -2.58
N -3.85 0.46 -0.88
C -3.53 -1.12 -2.81
C 5.19 -2.44 3.64
C 4.33 -4.83 2.50
H 6.25 -5.46 2.75
C 6.10 -3.46 3.44
H 1.59 -1.43 1.78
N 3.42 -3.83 2.62
H 2.45 -4.10 2.62
O -4.82 1.79 -3.27
H -2.48 -1.37 -2.75
C 0.56 1.04 -1.13
C -0.90 1.19 -0.65
H -4.08 -2.00 -3.16
H 0.76 1.81 -1.88
H -1.23 0.24 -0.21

Calculated values
E_tot (eV): -35188.6678
Net charge: +1

Atomic partial charges in e from the Löwdin method, atoms 1 to 2: number 1, H, carries 0.137; number 2, H, carries 0.094

# 6
ORCA calculation (ωB97M-V/def2-TZVPD) on the molecule C4H8BrN2O2P.

Geometry (Å):
C 0.85 1.24 -0.57
H -0.90 1.52 -1.90
H 1.66 1.47 -1.20
C -1.24 0.14 -0.14
O -0.66 -2.00 -0.59
H -0.08 -0.28 -1.73
C -0.42 0.69 -1.24
C -0.04 0.07 1.18
O -2.71 -1.63 -0.21
P 2.55 -0.69 0.57
H 0.62 2.12 -0.14
H 0.02 -1.04 1.46
H 2.21 -0.94 1.94
N 1.15 0.32 0.52
N -1.59 -1.27 -0.36
H -0.42 0.85 1.98
Br -2.85 1.16 0.22
H 1.85 -1.75 0.19

Calculated values
Structure (SMILES): O=[N+]([O-])[C@]1(Br)CCN(P)C1
Energy relative to the best compared isomer or geometry (same formula, charge and spin) (eV): 6.715

Atomic partial charges in e from the Löwdin method, atoms 1 to 2: number 1, C, carries -0.225; number 2, H, carries 0.148

# 7
ORCA calculation (ωB97M-V/def2-TZVPD) on a cluster of 2 separate species, CH2ClN2O3 in total.

Geometry (Å):
H 1.64 0.98 -0.40
C -1.42 0.20 0.43
Cl -2.50 1.52 0.03
O -5.01 0.27 -0.79
N -0.16 0.20 0.14
O -4.62 -1.38 0.62
O 0.66 1.27 -0.41
H 0.27 -0.61 0.61
N -4.80 -0.54 -0.08

Calculated values
Energy relative to the best compared isomer or geometry (same formula, charge and spin) (eV): 3.330
Net charge: +1

Atomic partial charges in e from the Löwdin method, atoms 1 to 2: number 1, H, carries 0.157; number 2, C, carries -0.539

# 8
ORCA calculation (ωB97M-V/def2-TZVPD) on the molecule C2H4BrCl.

Geometry (Å):
H 0.42 0.09 1.43
Cl -2.43 0.54 0.01
C 0.63 -0.38 0.52
H -0.18 1.14 -0.81
Br 2.36 0.21 -0.20
H 0.47 -1.40 0.63
H -0.72 -0.39 -1.20
C -0.55 0.19 -0.38

Calculated values
Structure (SMILES): ClCCBr
Energy relative to the best compared isomer or geometry (same formula, charge and spin) (eV): 1.197

Atomic partial charges in e from the Löwdin method, atoms 1 to 2: number 1, H, carries 0.031; number 2, Cl, carries 0.380

# 9
ORCA calculation (ωB97M-V/def2-TZVPD) on a cluster of 2 separate species, C6H11N in total.

Geometry (Å):
H 0.45 2.21 0.12
H 0.11 -0.03 2.69
N 1.38 -0.14 0.02
C -0.69 -1.20 0.02
H -0.04 -1.79 2.55
H 1.56 -1.04 2.57
H -1.78 -1.14 -1.81
C -0.81 1.39 -1.40
H -1.53 -1.55 0.61
H 2.14 0.22 0.61
C 0.40 1.75 -0.86
C 0.53 -0.92 2.21
C -0.85 -0.91 -1.31
H -1.72 1.56 -0.84
C 0.48 -0.79 0.71
H 1.26 1.88 -1.49
H -0.92 1.35 -2.47
H 0.03 -0.88 -1.93

Calculated values
Structure (SMILES): [H]/N=C(\C)C=C.C=C
Energy relative to the best compared isomer or geometry (same formula, charge and spin) (eV): 2.878

Atomic partial charges in e from the Löwdin method, atoms 1 to 2: number 1, H, carries 0.060; number 2, H, carries 0.082